[1]
Density functional theory data (ωB97M-V with the def2-TZVPD basis set) for CH3NOP2S as an isolated structure at a distorted geometry.

Structure (ORCA input):
```
! RIJCOSX wB97M-V def2-TZVPD def2/J DEFGRID3
* xyz 0 1
C 1.019 -0.739 -0.213
N 1.585 0.316 0.151
O -2.154 1.772 -0.106
P -0.365 -1.180 -1.223
P -0.967 1.022 0.184
S 0.905 1.771 -0.090
H 1.698 -1.630 -0.116
H -0.860 -2.032 -0.249
H -0.860 0.699 1.660
*
```

Output
* M: 139.1 g/mol
* orbital gap: 7.81 eV
* energy above the lowest of the compared OMol25 structures with the same formula, charge and spin: 64.3 kcal per mole
* calculated total energy: -1250.717183 Ha

[2]
Density functional theory data (ωB97M-V with the def2-TZVPD basis set) for an isolated ion of composition C7H9N2OS2 and charge +1 at a distorted geometry.

Structure (ORCA input):
```
! RIJCOSX wB97M-V def2-TZVPD def2/J DEFGRID3
* xyz 1 1
C 3.188 0.410 -0.596
C 1.821 0.713 -0.645
C 3.290 -0.777 0.081
C 1.169 -0.320 0.013
C -2.561 -0.137 0.046
C -0.207 -0.671 0.219
C -0.947 1.655 0.276
N -0.525 -1.966 0.425
N -1.231 0.232 0.174
O 2.093 -1.228 0.432
S -3.248 -1.654 0.153
S -3.629 1.205 -0.288
H 3.988 0.991 -1.009
H 1.384 1.551 -1.147
H 4.144 -1.365 0.358
H -1.622 -2.589 0.481
H -1.060 2.153 -0.688
H -1.642 2.114 0.983
H 0.061 1.802 0.653
H 0.276 -2.588 0.435
H -4.740 0.469 -0.359
*
```

Output
* M: 201.3 g/mol
* structure (SMILES): C/[N+](C(=S)S)=C(/N)c1ccco1
* orbital gap: 8.18 eV
* energy above the lowest of the compared OMol25 structures with the same formula, charge and spin: 0.0 kcal per mole
* calculated total energy: -1252.968178 Ha

[3]
Density functional theory data (ωB97M-V with the def2-TZVPD basis set) for a single C23H12O8 molecule at a distorted geometry.

Structure (ORCA input):
```
! RIJCOSX wB97M-V def2-TZVPD def2/J DEFGRID3
* xyz 0 1
O 2.393 -3.452 3.206
O 5.294 1.007 3.086
O 2.076 2.705 -0.948
O 0.395 -1.986 -1.316
O 3.964 -2.696 5.434
O 3.492 2.089 1.225
O -0.121 3.747 -1.935
O -2.220 -2.380 -1.258
C 2.928 -2.385 3.175
C 4.509 0.060 3.054
C 1.485 1.620 -0.749
C 0.295 -0.977 -0.587
C 4.569 -0.760 4.209
C 3.787 -1.938 4.299
C 1.715 -1.670 1.181
C -3.885 -1.123 -2.170
C 2.936 0.863 1.147
C -0.678 2.498 -1.625
C 2.708 -1.411 2.111
C 1.342 -0.673 0.320
C 3.378 -0.150 2.091
C 1.983 0.520 0.240
C 0.034 1.463 -1.124
C -4.664 0.002 -2.443
C -2.049 2.524 -1.915
C -3.940 1.216 -2.355
C -2.674 -1.155 -1.626
C -0.598 0.173 -0.981
C -2.636 1.250 -1.919
C -1.973 0.058 -1.490
C -6.058 -0.025 -2.913
H 3.236 -3.338 5.618
H 3.348 2.416 0.309
H 0.866 3.779 -1.665
H -1.266 -2.404 -1.493
H 5.208 -0.433 5.042
H 1.181 -2.594 1.188
H -4.348 -2.105 -2.313
H -2.554 3.424 -2.254
H -4.209 2.153 -2.778
H -6.172 0.813 -3.526
H -6.728 0.099 -2.060
H -6.350 -0.827 -3.491
*
```

Output
* M: 416.3 g/mol
* structure (SMILES): Cc1cc(O)c2c(c1)cc(O)c1c(=O)c3c(O)c4c(=O)cc(O)c(=O)c4cc3c(=O)c12
* orbital gap: 5.82 eV
* energy above the lowest of the compared OMol25 structures with the same formula, charge and spin: 0.0 kcal per mole
* calculated total energy: -1485.544541 Ha

[4]
Density functional theory data (ωB97M-V with the def2-TZVPD basis set) for C6H9N3 as an isolated structure at a distorted geometry.

Structure (ORCA input):
```
! RIJCOSX wB97M-V def2-TZVPD def2/J DEFGRID3
* xyz 0 1
C 1.038 -0.948 0.177
C -0.031 -1.472 1.107
C 0.109 0.032 0.482
C -1.252 1.838 0.428
C -0.921 0.769 -0.525
C -1.084 0.497 -1.834
H 1.676 -2.049 -1.187
H 1.670 -0.390 -1.694
H 2.079 -0.480 0.711
H 0.497 -1.782 2.149
H -0.969 -2.165 0.756
H 1.192 0.753 2.405
H -2.305 2.454 0.262
H -1.583 1.356 -2.514
H -1.015 -0.469 -2.443
N 1.196 -1.207 -1.248
N 0.364 1.200 1.402
N -0.660 2.065 1.567
*
```

Output
* M: 123.2 g/mol
* orbital gap: 8.11 eV
* energy above the lowest of the compared OMol25 structures with the same formula, charge and spin: 166.4 kcal per mole
* calculated total energy: -398.010247 Ha

[5]
Density functional theory data (ωB97M-V with the def2-TZVPD basis set) for a single C3H5NO2S molecule at a distorted geometry.

Structure (ORCA input):
```
! RIJCOSX wB97M-V def2-TZVPD def2/J DEFGRID3
* xyz 0 1
C -2.321 0.135 0.265
C 1.035 0.184 0.503
C 0.002 -0.846 0.109
N -1.255 -0.325 0.539
O -3.328 0.621 0.124
O -0.052 -1.306 -1.236
S 0.732 1.938 -0.188
H 0.959 0.315 1.550
H 2.074 -0.142 0.379
H 0.111 -1.673 0.875
H 1.699 1.584 -1.117
H 0.344 -0.486 -1.804
*
```

Output
* M: 119.1 g/mol
* structure (SMILES): O=C=N[C@@H](O)CS
* orbital gap: 10.24 eV
* energy above the lowest of the compared OMol25 structures with the same formula, charge and spin: 27.5 kcal per mole
* calculated total energy: -720.702643 Ha

[6]
Density functional theory data (ωB97M-V with the def2-TZVPD basis set) for C28H39ClN5O4SZr as an isolated structure at a distorted geometry.

Structure (ORCA input):
```
! RIJCOSX wB97M-V def2-TZVPD def2/J DEFGRID3
* xyz 1 1
Zr 0.402 1.372 0.452
C 1.031 5.239 0.563
C 0.184 4.210 1.249
C -1.087 3.893 0.765
C -1.893 2.955 1.420
C -1.425 2.334 2.571
C -0.154 2.631 3.053
C 0.640 3.568 2.397
H 0.884 6.236 0.984
H 0.789 5.287 -0.498
H 2.088 4.992 0.655
H -1.435 4.365 -0.135
H -2.879 2.721 1.044
H -2.047 1.624 3.090
H 0.208 2.140 3.947
H 1.632 3.792 2.767
Cl 7.690 1.188 0.596
C 6.010 1.539 0.379
C 5.622 2.691 -0.305
C 4.282 2.965 -0.472
C 3.252 2.135 0.012
O 2.015 2.465 -0.186
C 3.691 0.957 0.716
C 2.803 -0.064 1.324
O 1.569 -0.118 1.354
C 5.061 0.685 0.883
H 6.357 3.375 -0.706
H 3.997 3.865 -1.006
H 3.351 -0.878 1.814
H 5.379 -0.204 1.413
O 0.982 -0.053 -0.519
C -2.208 3.025 -4.188
N -1.170 2.145 -3.664
C -0.482 1.310 -4.502
C 0.471 0.482 -4.042
C 0.724 0.517 -2.625
N 0.031 1.347 -1.781
C -0.937 2.173 -2.294
O -1.581 2.923 -1.577
N 1.699 -0.306 -2.115
H -2.255 2.968 -5.273
H -1.996 4.052 -3.892
H -3.171 2.736 -3.767
H -0.740 1.344 -5.552
H 1.023 -0.195 -4.672
H 2.520 -0.507 -2.705
H 1.933 0.016 -1.024
C -2.596 -4.733 -1.288
C -3.223 -3.634 -2.140
C -3.108 -2.229 -1.544
C -1.677 -1.695 -1.459
N -1.005 -2.054 -0.217
C -1.009 -1.355 0.912
S -1.758 0.146 1.163
N -0.349 -1.892 1.941
C 0.341 -3.169 2.028
C -0.595 -4.366 2.199
C -1.200 -4.519 3.596
C -2.261 -3.479 3.947
H -2.818 -5.712 -1.715
H -2.993 -4.714 -0.270
H -1.508 -4.639 -1.245
H -4.283 -3.863 -2.272
H -2.775 -3.649 -3.138
H -3.594 -2.198 -0.565
H -3.675 -1.559 -2.197
H -1.686 -0.609 -1.549
H -1.067 -2.081 -2.278
H -0.529 -2.940 -0.210
H -0.380 -1.330 2.776
H 1.035 -3.104 2.867
H 0.939 -3.295 1.119
H -0.012 -5.269 1.994
H -1.397 -4.337 1.455
H -0.407 -4.504 4.350
H -1.664 -5.507 3.653
H -1.825 -2.492 4.110
H -2.769 -3.759 4.871
H -3.015 -3.401 3.160
*
```

Output
* M: 668.4 g/mol
* orbital gap: 6.74 eV
* energy above the lowest of the compared OMol25 structures with the same formula, charge and spin: 180.9 kcal per mole
* calculated total energy: -2570.287339 Ha

Which formula does entry 4 have?
C6H9N3